# C5H8N2O

The molecule C5H8N2O (the ωB97M-V functional and the def2-TZVPD basis, the Open Molecules 2025 dataset).

For the HOMO-LUMO gap, the calculation gives 9.078 eV. Its multiplicity is 1. Its HOMO energy is -0.3192 hartree. Its charge is 0.

Structure (XYZ):
```
16
Properties=species:S:1:pos:R:3:forces:R:3:nbo_charge:R:1
N 2.2369 -1.6378 -0.9996 0.1 1.3 0.2 -0.835
C 1.7037 -0.3093 -1.5514 0.9 -0.3 -0.1 -0.264
C 0.2247 -0.1837 -1.3620 -1.9 -1.8 -0.2 -0.163
C -0.4200 0.1822 -0.2277 1.4 0.0 -0.7 -0.094
C 0.1459 0.8578 0.9608 2.0 0.3 0.1 -0.049
N -0.7201 1.0425 1.8913 1.6 -0.1 -0.6 -0.054
O -1.8781 0.4677 1.4926 -1.9 0.7 1.8 -0.348
C -1.8421 0.0303 0.1866 -0.6 -0.9 -1.8 -0.125
H 2.0562 -1.5997 0.0401 0.7 -0.2 -1.5 0.357
H 3.2749 -1.6603 -1.2135 -1.7 0.0 0.8 0.362
H 2.2388 0.5246 -1.0661 -0.2 -0.1 -0.3 0.175
H 1.9145 -0.2814 -2.6460 0.0 0.0 0.8 0.204
H -0.4035 -0.7535 -2.1628 1.1 1.2 1.5 0.206
H 1.2549 1.1509 1.0963 -2.2 -0.3 -0.1 0.221
H -2.2491 -0.9836 0.1886 0.5 -0.3 -0.1 0.208
H -2.5526 0.5647 -0.4567 0.2 0.5 0.2 0.200
```
Forces are in eV/Å.

***

# C33H53AsCuNO3S

A structure of composition C33H53AsCuNO3S (the ωB97M-V functional and the def2-TZVPD basis, the Open Molecules 2025 dataset).

For the HOMO-LUMO gap (alpha / beta), the calculation gives 6.594 / 6.512 eV. Its multiplicity is 2. Its HOMO energy (alpha / beta) is -0.1489 / -0.1489 hartree. Its charge is -1.

Structure (XYZ):
```
93
Properties=species:S:1:pos:R:3:forces:R:3:mulliken_spin:R:1
Cu 0.3037 -0.3718 1.1391 0.0 -0.3 0.3 0.561
C -0.2650 -2.6378 1.7173 0.0 0.1 0.0 0.036
C 0.7736 -2.7025 0.7841 0.0 0.1 -0.1 0.003
C 0.3140 -1.9780 -0.3937 -0.3 0.1 -0.1 0.085
C -1.0429 -1.5721 -0.1287 0.3 0.0 0.1 -0.009
C -1.3841 -1.9234 1.1863 0.0 -0.1 -0.1 0.137
C -2.7369 -1.8001 1.8530 0.0 0.0 0.0 -0.017
C -3.5494 -0.6605 1.2423 0.0 0.0 0.0 0.006
C -3.4866 -3.1228 1.6266 0.0 0.0 0.0 0.020
C -2.5975 -1.5492 3.3570 0.0 0.0 0.0 0.016
C 0.8725 -1.8272 -1.8143 -0.1 0.0 0.0 0.021
C 2.3783 -1.5792 -1.9319 0.1 0.0 0.0 0.018
C 0.1958 -0.6392 -2.5181 0.0 0.0 0.0 0.004
C 0.5003 -3.0969 -2.6021 0.0 0.0 0.0 0.019
C 2.0958 -3.4026 1.1018 0.0 0.0 0.0 0.007
C 1.9904 -4.1460 2.4430 0.0 0.0 0.0 -0.001
C 2.4268 -4.4816 0.0610 0.0 0.0 0.0 0.004
C 3.2457 -2.3960 1.2520 0.0 0.0 0.0 -0.013
H -0.2334 -3.0549 2.7088 0.0 0.0 0.0 0.024
H -1.6754 -1.0313 -0.8129 0.0 0.0 0.0 0.005
H -3.7073 -0.8080 0.1712 0.0 0.0 0.0 0.001
H -3.0445 0.2931 1.3963 0.1 0.1 0.0 -0.005
H -4.5291 -0.6025 1.7244 0.0 0.0 0.0 0.000
H -3.6060 -3.3207 0.5592 0.0 0.0 0.0 0.000
H -4.4780 -3.0843 2.0865 0.0 0.0 0.0 0.002
H -2.9376 -3.9588 2.0650 0.0 0.0 0.0 -0.002
H -2.1067 -0.5956 3.5593 0.0 0.0 0.0 -0.005
H -2.0191 -2.3379 3.8423 0.0 0.0 0.0 -0.002
H -3.5876 -1.5355 3.8213 0.0 0.0 0.0 0.001
H 2.6751 -0.6762 -1.4024 0.0 0.0 0.0 -0.008
H 2.6232 -1.4463 -2.9895 0.0 0.0 0.0 0.000
H 2.9845 -2.4016 -1.5654 0.0 0.0 0.0 0.000
H 0.3348 0.2814 -1.9492 0.0 0.0 0.0 -0.004
H -0.8714 -0.7996 -2.6688 0.0 0.0 0.0 0.001
H 0.6491 -0.5007 -3.5032 0.0 0.0 0.0 -0.001
H 0.9501 -3.9913 -2.1708 0.0 0.0 0.0 -0.001
H 0.8390 -3.0091 -3.6384 0.0 0.0 0.0 0.001
H -0.5829 -3.2354 -2.6044 0.0 0.0 0.0 0.000
H 1.1817 -4.8797 2.4352 0.0 0.0 0.0 0.000
H 1.8330 -3.4609 3.2759 0.0 0.0 0.0 0.000
H 2.9279 -4.6753 2.6284 0.0 0.0 0.0 0.000
H 1.6165 -5.2130 0.0058 0.0 0.0 0.0 0.000
H 3.3391 -5.0073 0.3548 0.0 0.0 0.0 0.001
H 2.5842 -4.0854 -0.9367 0.0 0.0 0.0 -0.001
H 3.0529 -1.7391 2.1027 0.0 0.0 0.0 0.002
H 3.3829 -1.7528 0.3899 0.0 0.0 0.0 0.001
H 4.1860 -2.9224 1.4420 0.0 0.0 0.0 0.000
C -2.2347 3.2541 -2.2478 0.0 0.0 0.0 0.000
As -3.1712 1.5548 -1.9709 -0.1 0.0 0.0 0.000
C -4.4775 2.2184 -0.6640 0.0 0.0 0.0 0.000
C -4.3721 1.6837 -3.5253 0.1 0.0 0.0 0.000
H -2.9401 4.0506 -2.4885 0.0 0.0 0.0 0.000
H -1.5161 3.1427 -3.0586 0.0 0.0 0.0 0.000
H -1.6962 3.5102 -1.3359 0.0 0.0 0.0 0.000
H -4.9334 3.1459 -1.0134 0.0 0.0 0.0 0.000
H -3.9812 2.3885 0.2900 0.0 0.0 0.0 0.000
H -5.2532 1.4665 -0.5181 0.0 0.0 0.0 0.000
H -4.8710 2.6534 -3.5518 0.0 0.0 0.0 0.000
H -5.1217 0.8949 -3.4649 0.0 0.0 0.0 0.000
H -3.8017 1.5468 -4.4439 0.0 0.0 0.0 0.000
C 1.0760 -0.5971 4.4648 0.0 0.0 0.0 -0.003
C 0.1812 0.5038 4.0038 -0.1 0.0 0.0 0.009
C -0.4640 1.4545 4.7684 0.0 0.0 0.0 0.001
C -1.1359 2.3167 3.8645 0.0 0.0 0.0 0.002
C -0.8518 1.8497 2.5984 -0.1 -0.1 0.0 0.001
C -1.1540 2.4771 1.2762 -0.1 0.1 0.0 -0.006
N -0.0748 0.7276 2.6810 0.1 0.1 0.1 0.079
H 1.0981 -0.6311 5.5549 0.0 0.0 0.0 0.000
H 2.1025 -0.4536 4.1136 0.0 0.0 0.0 0.001
H 0.7408 -1.5724 4.1078 0.0 -0.1 0.0 -0.003
H -0.4327 1.5259 5.8458 0.0 0.0 0.0 0.001
H -1.7119 3.1994 4.1002 0.0 0.0 0.0 -0.001
H -0.2851 3.0267 0.9000 0.0 0.0 0.0 0.001
H -1.9851 3.1820 1.3599 0.0 0.0 0.0 0.000
H -1.4146 1.7307 0.5172 0.0 0.0 0.0 -0.003
C 2.8595 4.9602 -4.7197 0.0 0.0 0.0 0.000
C 2.8403 4.0955 -3.4874 0.0 0.0 0.0 0.001
C 1.6484 3.8290 -2.8209 0.0 0.0 0.0 -0.001
C 1.6268 3.0515 -1.6733 0.0 0.0 0.0 0.000
C 2.8105 2.5312 -1.1711 0.0 0.0 0.0 0.007
C 4.0059 2.7826 -1.8253 0.0 0.0 0.0 0.000
C 4.0164 3.5575 -2.9761 0.0 0.0 0.0 0.000
S 2.8213 1.5778 0.3388 0.1 0.1 0.1 0.007
O 4.0193 0.7666 0.2826 0.0 0.0 0.0 0.002
O 2.7437 2.5271 1.4186 0.0 0.0 0.0 0.000
O 1.5874 0.7686 0.1860 0.0 0.0 -0.3 -0.001
H 1.8752 5.0028 -5.1864 0.0 0.0 0.0 0.000
H 3.5692 4.5834 -5.4575 0.0 0.0 0.0 0.000
H 3.1532 5.9836 -4.4747 0.0 0.0 0.0 0.000
H 0.7213 4.2370 -3.2067 0.0 0.0 0.0 0.000
H 0.6948 2.8364 -1.1675 0.0 0.0 0.0 -0.001
H 4.9191 2.3544 -1.4348 0.0 0.0 0.0 0.000
H 4.9537 3.7425 -3.4893 0.0 0.0 0.0 0.000
```
Forces are in eV/Å.

***

Largest force on an atom, respectively: 2.7, 0.4 eV/A.